The following is a DFT calculation (ωB97M-V/def2-TZVPD) of C22H29MnN3 as an isolated structure.

Structure (XYZ):
```
55
Properties=species:S:1:pos:R:3:forces:R:3:mulliken_charge:R:1
C 1.934 -0.594 -0.321 0.270 0.278 -0.157 -1.2739
C 0.284 -0.717 1.897 0.088 0.018 0.064 -1.2430
H 1.880 -1.552 -0.843 -0.085 0.427 -0.036 0.0072
H 2.484 -0.695 0.615 -0.115 0.185 -0.098 0.4884
H 2.404 0.178 -0.939 -0.103 -0.111 0.121 0.6426
H -0.705 -0.759 2.362 0.093 0.020 -0.207 0.2793
H 0.689 -1.727 1.825 -0.173 0.291 0.109 0.2551
H 0.952 -0.065 2.464 -0.140 -0.088 -0.171 0.4301
C 0.379 0.595 -3.054 -0.275 0.094 -0.140 -0.2775
C 0.011 0.943 -4.348 -0.066 -0.013 0.172 -0.8300
C -1.274 1.438 -4.564 0.186 -0.107 0.199 -0.5920
C -2.136 1.566 -3.482 0.111 -0.111 0.307 -1.0010
H 1.358 0.186 -2.831 -0.073 0.088 -0.133 0.3053
H 0.715 0.817 -5.164 -0.099 0.038 0.118 0.4442
H -1.603 1.713 -5.561 0.055 -0.028 0.137 0.4686
H -3.144 1.933 -3.634 0.168 -0.036 -0.001 0.4001
N -0.449 0.722 -2.010 -0.170 -0.024 0.087 0.5644
C -1.701 1.198 -2.204 0.435 0.056 -0.656 0.5340
C -2.564 1.274 -1.009 -0.517 0.178 0.576 0.8630
N -2.037 0.796 0.144 0.237 0.109 -0.313 0.3344
C -2.772 0.823 1.262 -0.129 0.070 -0.101 -0.2914
C -4.624 1.815 0.121 0.240 -0.129 0.149 -0.6189
C -4.069 1.319 1.299 0.116 -0.012 -0.159 -0.7809
H -2.294 0.422 2.150 -0.176 0.131 -0.050 0.2931
H -4.626 1.313 2.230 0.093 0.002 -0.134 0.4419
C -3.862 1.794 -1.041 0.349 -0.156 0.003 -0.8592
H -4.275 2.179 -1.966 0.047 -0.039 0.158 0.4083
H -5.634 2.213 0.105 0.143 -0.048 0.012 0.4625
Mn 0.000 0.000 0.000 -0.625 -1.568 -0.114 0.5004
C 0.795 1.802 0.652 0.183 -0.359 -0.067 -1.4779
H 0.232 2.105 1.539 -0.011 -0.065 -0.129 0.3945
H 0.660 2.527 -0.156 -0.061 -0.135 0.048 0.2707
H 1.852 1.688 0.893 -0.175 0.099 0.045 0.4884
C 3.153 -5.230 0.601 -0.140 -2.054 0.215 -0.8387
N 2.148 -4.650 -0.310 2.547 3.205 1.756 0.2388
C 2.836 -3.973 -1.421 -0.499 -0.771 -1.914 -0.8837
C 1.263 -3.726 0.440 -2.176 -0.912 0.259 -0.9754
C -0.038 -3.383 -0.322 -0.864 0.564 -0.880 1.5270
C -0.699 -4.542 -0.786 0.582 0.701 0.228 -1.0175
C -1.879 -4.477 -1.506 -0.177 0.126 -0.141 -0.7200
C -2.450 -3.248 -1.780 -0.052 -0.004 0.004 -0.9275
C -1.849 -2.078 -1.329 0.602 -1.059 0.384 -0.2938
C -0.649 -2.073 -0.591 1.123 -0.148 0.724 0.9834
H 3.814 -5.937 0.054 -0.409 0.602 0.231 0.3545
H 2.655 -5.808 1.409 0.235 0.508 -0.489 0.3557
H 3.784 -4.438 1.066 -0.554 -0.222 -0.458 0.3716
H 2.099 -3.546 -2.132 0.364 -0.187 0.577 0.2872
H 3.510 -3.168 -1.048 -0.495 -0.552 0.157 0.4183
H 3.455 -4.703 -1.986 -0.364 0.412 0.473 0.4191
H 0.918 -4.245 1.362 0.469 0.149 -0.465 0.6050
H 1.889 -2.900 0.790 0.064 -0.021 -0.388 0.4695
H -0.285 -5.526 -0.595 0.107 -0.010 0.156 0.3952
H -2.352 -5.386 -1.852 0.020 -0.018 0.018 0.4149
H -3.374 -3.201 -2.342 -0.005 0.023 -0.007 0.4708
H -2.354 -1.172 -1.564 -0.200 0.610 -0.080 0.3147
```
Positions in Å, forces in eV/Å.

As for the HOMO energy (alpha / beta): -14.16 / -14.37 eV. As for the net charge: +2. For the gap between HOMO and LUMO (alpha / beta), the calculation gives 4.70 / 4.65 eV. Its multiplicity is 4.



The following is a DFT calculation (ωB97M-V/def2-TZVPD) of C20H57N5O7Zn as an isolated structure.

Structure (XYZ):
```
90
Properties=species:S:1:pos:R:3:forces:R:3:mulliken_charge:R:1
Zn 2.142 -25.013 -0.633 0.239 0.560 0.387 2.4971
O 3.832 -24.272 0.161 -0.201 0.511 0.252 -0.8176
H 4.764 -24.120 0.291 0.203 -0.229 -0.272 -0.1198
O 1.054 -25.545 0.936 -0.339 -0.282 -0.317 -1.0274
H 1.002 -25.445 1.883 -0.123 0.249 0.018 -0.1852
C 3.053 -19.546 2.288 0.216 0.198 -0.351 -1.5819
C 3.738 -20.770 1.710 -0.493 -0.580 0.364 0.2509
C 4.857 -21.226 2.631 0.281 -0.028 0.523 -0.3319
O 5.836 -20.228 2.885 -0.135 -0.185 0.002 -0.4532
C 6.819 -20.158 1.894 0.538 0.603 -0.108 -0.7071
N 2.763 -21.857 1.556 0.217 -0.425 -0.497 -0.2668
H 2.750 -19.744 3.317 0.005 0.088 0.059 0.3427
H 2.171 -19.283 1.705 -0.042 -0.046 -0.030 0.3573
H 3.746 -18.703 2.258 -0.103 0.034 0.249 0.3720
H 4.141 -20.546 0.717 -0.045 0.002 -0.027 0.3258
H 5.325 -22.152 2.266 0.032 0.117 -0.188 0.3628
H 4.438 -21.474 3.614 -0.137 0.044 -0.096 0.2187
H 6.431 -19.864 0.910 -0.111 -0.270 0.014 0.2635
H 7.396 -21.086 1.819 -0.133 -0.084 -0.115 0.2905
H 7.513 -19.361 2.182 -0.063 -0.136 0.064 0.3092
H 2.325 -22.127 2.431 0.110 0.315 0.150 0.2027
H 3.213 -22.719 1.193 0.004 0.248 0.041 -0.1741
C -0.363 -21.131 -0.713 -0.354 0.158 -0.078 -1.5785
C 0.430 -22.159 -1.539 0.316 0.125 1.041 0.8377
C 1.420 -21.467 -2.456 -0.611 0.838 0.375 -1.1365
O 1.662 -22.234 -3.603 0.172 -0.578 -0.023 -0.2276
C 2.397 -21.523 -4.561 0.355 0.732 0.396 -0.9319
N 1.119 -23.099 -0.606 -0.577 0.484 0.004 0.2396
H 0.176 -20.750 0.156 0.274 -0.175 -0.072 0.1684
H -1.271 -21.612 -0.340 0.041 0.073 0.062 0.3745
H -0.668 -20.256 -1.297 -0.045 -0.205 -0.080 0.4784
H -0.297 -22.710 -2.137 0.219 -0.096 -0.219 -0.0408
H 2.330 -21.182 -1.902 0.134 -0.413 -0.143 0.3302
H 0.975 -20.499 -2.748 0.028 -0.214 -0.181 0.5220
H 3.345 -21.159 -4.133 0.010 -0.217 -0.111 0.3479
H 1.850 -20.616 -4.856 -0.050 -0.200 -0.279 0.3329
H 2.602 -22.173 -5.402 -0.080 -0.034 -0.175 0.2529
H 1.728 -22.538 0.021 -0.230 -0.132 -0.407 0.1718
H 0.417 -23.453 0.052 0.095 -0.141 -0.159 0.3312
C -0.915 -25.400 -3.568 0.248 0.652 -0.147 -1.6300
C -1.027 -25.570 -2.070 0.667 -0.615 0.236 0.5492
C -2.209 -26.435 -1.682 -0.628 0.419 0.477 -0.9111
O -2.476 -26.184 -0.311 0.222 -0.078 -0.260 -0.2277
C -3.569 -26.923 0.160 -0.087 0.277 0.532 -0.7931
N 0.240 -26.140 -1.542 -0.746 -0.060 0.064 -0.4349
H -0.029 -24.805 -3.812 0.004 -0.053 0.109 0.2480
H -1.764 -24.833 -3.956 -0.088 -0.275 -0.113 0.4531
H -0.808 -26.352 -4.094 -0.213 -0.057 0.048 0.3976
H -1.179 -24.614 -1.566 0.021 0.073 -0.135 -0.0780
H -1.999 -27.505 -1.826 0.024 0.043 -0.164 0.3747
H -3.118 -26.164 -2.247 0.204 -0.109 -0.178 0.4759
H -4.512 -26.597 -0.300 0.083 -0.226 -0.250 0.2976
H -3.664 -26.699 1.224 0.097 -0.150 -0.021 0.2402
H -3.400 -27.996 0.029 -0.197 -0.052 -0.058 0.3059
H 0.356 -27.050 -1.986 0.180 0.068 0.095 0.2294
H 0.125 -26.317 -0.528 0.081 0.129 -0.173 0.1925
C 1.989 -25.623 4.772 0.316 -0.582 -0.314 -1.5832
C 3.063 -24.920 3.963 -0.187 0.070 -0.857 1.8261
C 4.298 -24.544 4.738 -0.030 0.268 -0.100 -0.9353
O 3.970 -23.508 5.647 -0.353 -0.329 0.016 -0.3192
C 4.909 -23.347 6.674 0.103 0.358 -0.124 -0.7628
N 3.464 -25.743 2.785 -0.819 0.853 0.294 -0.6772
H 2.296 -26.662 4.937 0.051 0.125 0.199 0.3611
H 1.075 -25.689 4.177 -0.112 0.157 0.169 0.3041
H 1.796 -25.131 5.722 -0.084 0.073 0.020 0.4179
H 2.620 -23.993 3.565 0.098 0.167 0.361 -0.5468
H 5.052 -24.176 4.027 0.119 -0.151 0.082 0.2142
H 4.693 -25.429 5.256 0.045 0.081 0.050 0.5420
H 5.217 -24.319 7.067 0.112 0.048 0.138 0.3374
H 4.438 -22.754 7.456 -0.014 -0.074 0.090 0.2614
H 5.779 -22.782 6.315 0.129 -0.201 0.061 0.2570
H 2.570 -25.811 2.272 0.672 -0.650 0.026 -0.0439
H 3.894 -25.064 2.145 0.308 -0.396 -0.059 0.1962
C 3.988 -26.185 -4.504 -0.029 0.376 -0.409 -1.7091
C 3.127 -26.205 -3.253 -0.265 0.692 0.602 0.8631
C 3.702 -27.116 -2.178 0.714 0.204 0.109 -0.9971
O 3.023 -26.944 -0.954 -0.227 -0.511 -0.358 -0.0815
C 3.312 -27.950 -0.003 -0.290 -0.484 0.356 -0.8839
N 2.963 -24.860 -2.634 0.374 -0.059 -0.686 -0.3013
H 4.239 -27.178 -4.881 -0.095 -0.013 0.065 0.3938
H 4.919 -25.626 -4.367 0.010 -0.213 0.332 0.3733
H 3.470 -25.634 -5.297 -0.087 -0.218 0.010 0.3916
H 2.099 -26.505 -3.479 0.158 -0.227 -0.130 -0.0554
H 4.752 -26.823 -2.006 -0.003 -0.144 -0.145 0.3931
H 3.694 -28.169 -2.481 -0.130 0.046 -0.090 0.4364
H 2.966 -27.621 0.971 0.055 0.263 -0.031 0.1697
H 4.381 -28.172 0.052 0.015 0.142 -0.079 0.3020
H 2.759 -28.871 -0.244 0.192 0.091 -0.148 0.2694
H 3.870 -24.416 -2.480 -0.063 -0.244 0.246 0.2279
H 2.471 -24.214 -3.254 -0.173 -0.210 0.168 0.0692
```
Positions in Å, forces in eV/Å.

As for the HOMO energy: -8.19 eV. As for the net charge: 0. For the relative energy (zero: lowest compared OMol25 entry of this formula, charge and spin), the calculation gives 0.0 kcal/mol. For the gap between HOMO and LUMO, the calculation gives 8.59 eV.